No. 1
{"formula": "C35H32CoN4P2Se3Te", "method": "wB97M-V/def2-TZVPD", "species": ["Co", "N", "C", "C", "C", "C", "C", "N", "C", "C", "C", "C", "C", "N", "H", "H", "H", "H", "H", "H", "H", "H", "H", "C", "N", "P", "C", "C", "C", "C", "C", "C", "C", "C", "C", "C", "C", "C", "P", "C", "C", "C", "C", "C", "C", "C", "C", "C", "C", "C", "C", "H", "H", "H", "H", "H", "H", "H", "H", "H", "H", "H", "H", "H", "H", "H", "H", "H", "H", "H", "H", "H", "H", "H", "Se", "Se", "Te", "Se"], "xyz": [[-0.035, -0.196, 0.351], [-0.206, 1.100, 3.485], [-1.456, 0.657, 3.041], [-2.502, 0.680, 3.977], [-3.767, 0.356, 3.558], [-3.975, 0.027, 2.219], [-2.881, -0.003, 1.390], [-1.625, 0.270, 1.790], [0.941, 1.523, 2.812], [1.822, 2.334, 3.547], [2.949, 2.820, 2.941], [3.187, 2.502, 1.605], [2.286, 1.682, 0.976], [1.181, 1.171, 1.556], [-0.220, 1.397, 4.444], [-2.308, 0.977, 5.002], [-4.592, 0.379, 4.259], [-4.958, -0.203, 1.830], [-2.972, -0.239, 0.337], [1.590, 2.583, 4.577], [3.629, 3.457, 3.493], [4.046, 2.880, 1.067], [2.424, 1.401, -0.059], [1.511, -3.394, 0.694], [1.067, -2.884, -0.635], [-0.612, -2.324, -0.506], [-1.285, -2.537, -2.194], [-0.818, -3.500, -3.087], [-1.410, -3.651, -4.331], [-2.477, -2.835, -4.702], [-2.949, -1.876, -3.819], [-2.356, -1.729, -2.569], [-1.423, -3.759, 0.318], [-1.213, -5.083, -0.081], [-1.879, -6.124, 0.542], [-2.780, -5.863, 1.575], [-2.995, -4.558, 1.982], [-2.311, -3.513, 1.361], [1.911, -1.350, -0.911], [3.673, -1.901, -0.832], [4.617, -0.991, -0.372], [5.974, -1.307, -0.363], [6.394, -2.552, -0.803], [5.454, -3.479, -1.250], [4.105, -3.156, -1.267], [1.845, -1.084, -2.718], [1.752, 0.228, -3.168], [1.800, 0.515, -4.528], [1.919, -0.514, -5.449], [2.007, -1.831, -5.008], [1.979, -2.109, -3.652], [0.957, -4.288, 0.957], [1.360, -2.654, 1.496], [2.566, -3.645, 0.663], [0.024, -4.122, -2.811], [-1.035, -4.400, -5.020], [-2.929, -2.943, -5.680], [-3.768, -1.225, -4.102], [-2.716, -0.957, -1.901], [-0.520, -5.300, -0.886], [-1.702, -7.144, 0.223], [-3.304, -6.679, 2.058], [-3.690, -4.345, 2.787], [-2.471, -2.498, 1.702], [4.295, -0.019, -0.014], [6.695, -0.582, -0.006], [7.447, -2.806, -0.793], [5.777, -4.457, -1.589], [3.375, -3.885, -1.607], [1.597, 1.036, -2.465], [1.707, 1.541, -4.862], [1.930, -0.296, -6.510], [2.097, -2.642, -5.721], [2.067, -3.136, -3.318], [-1.070, 3.202, -0.302], [-2.697, 4.510, -1.469], [-3.764, 3.147, -3.150], [-1.061, 1.172, -1.381]], "forces_ev_per_a": [[0.012, -0.100, 0.232], [0.076, -0.275, -0.164], [0.313, 0.271, 0.130], [0.061, 0.063, 0.057], [-0.103, -0.026, 0.015], [-0.020, 0.006, 0.023], [0.143, 0.022, -0.085], [-0.118, -0.076, -0.080], [-0.345, -0.008, 0.185], [-0.079, -0.019, 0.093], [0.134, 0.106, 0.012], [0.023, -0.003, 0.004], [-0.170, -0.058, -0.094], [0.019, 0.021, -0.004], [0.000, 0.023, 0.070], [-0.016, -0.020, -0.079], [0.017, -0.004, -0.026], [0.053, 0.018, 0.038], [0.005, -0.024, -0.006], [0.013, -0.009, -0.054], [-0.029, -0.040, -0.038], [-0.046, -0.015, 0.046], [-0.052, -0.025, -0.057], [-0.105, 0.109, -0.158], [-0.010, 0.037, 0.044], [0.211, -0.168, 0.219], [0.037, 0.002, -0.008], [-0.035, -0.032, 0.008], [-0.056, 0.069, 0.014], [0.086, -0.042, 0.059], [0.039, -0.011, 0.049], [0.029, -0.021, -0.043], [-0.060, -0.005, 0.042], [-0.074, 0.008, -0.076], [-0.035, 0.057, 0.058], [0.071, 0.015, -0.066], [0.068, 0.044, -0.047], [0.019, -0.021, 0.046], [0.084, -0.215, -0.149], [-0.061, 0.014, 0.106], [0.062, 0.051, 0.023], [-0.091, -0.053, -0.021], [-0.088, -0.016, -0.021], [-0.034, 0.041, 0.014], [0.068, 0.033, 0.004], [-0.076, -0.033, -0.021], [0.005, 0.059, -0.071], [-0.056, -0.073, -0.025], [-0.025, 0.023, 0.046], [0.003, 0.032, 0.055], [0.094, -0.120, -0.034], [-0.051, -0.051, -0.024], [-0.003, 0.007, 0.006], [0.054, 0.020, -0.039], [-0.015, 0.004, 0.014], [-0.009, 0.036, 0.023], [0.012, -0.009, 0.030], [0.036, -0.028, 0.016], [0.005, 0.012, 0.006], [-0.014, 0.025, 0.009], [-0.002, 0.022, 0.008], [0.019, 0.031, -0.031], [0.044, 0.005, -0.044], [0.013, 0.004, -0.022], [0.018, -0.041, -0.005], [-0.022, -0.014, -0.010], [-0.052, -0.001, -0.008], [-0.011, 0.039, 0.018], [0.062, 0.040, 0.011], [0.016, -0.007, 0.056], [0.017, -0.043, 0.019], [0.018, 0.002, 0.019], [-0.003, 0.028, 0.004], [-0.032, 0.044, 0.008], [0.032, 0.112, 0.142], [0.002, -0.088, 0.000], [0.078, -0.021, 0.096], [-0.172, 0.262, -0.566]], "homo_lumo_gap_ev": [6.337, 5.159], "homo_ev": [-6.0243, -6.0009], "lumo_energy_ha": [0.0115, -0.0309], "de_lowest_kcal_mol": 0.00, "energy_ev": -302313.3768, "spin_multiplicity": 4}

No. 2
{"formula": "C35H32N4O2PtS2Sb", "method": "wB97M-V/def2-TZVPD", "species": ["Pt", "C", "C", "C", "C", "C", "C", "N", "Sb", "C", "C", "C", "C", "C", "C", "N", "C", "C", "C", "C", "C", "C", "N", "H", "H", "H", "H", "H", "H", "H", "H", "H", "H", "H", "H", "H", "H", "H", "H", "H", "H", "O", "N", "C", "C", "C", "C", "C", "S", "H", "H", "H", "H", "O", "S", "C", "C", "C", "C", "C", "C", "C", "C", "C", "C", "C", "C", "H", "H", "H", "H", "H", "H", "H", "H", "H", "H"], "xyz": [[-0.264, -1.147, -0.367], [-1.331, -3.607, 1.558], [-1.370, -3.859, 0.084], [-1.967, -5.031, -0.375], [-1.973, -5.344, -1.713], [-1.338, -4.480, -2.599], [-0.769, -3.317, -2.129], [-0.817, -3.014, -0.804], [0.276, -2.193, -3.695], [1.906, -1.890, -2.301], [3.201, -1.866, -2.783], [4.264, -1.781, -1.896], [3.998, -1.810, -0.542], [2.687, -1.861, -0.090], [2.408, -2.067, 1.365], [1.664, -1.837, -0.971], [-0.132, -0.097, -3.811], [-0.291, 0.330, -5.130], [-0.952, 1.525, -5.380], [-1.401, 2.261, -4.307], [-1.172, 1.797, -3.013], [-1.619, 2.607, -1.835], [-0.577, 0.629, -2.776], [-2.346, -3.581, 1.957], [-0.810, -4.435, 2.041], [-0.841, -2.676, 1.818], [-2.413, -5.696, 0.353], [-2.443, -6.252, -2.066], [-1.274, -4.721, -3.652], [3.380, -1.912, -3.849], [5.283, -1.731, -2.257], [4.800, -1.814, 0.184], [3.145, -1.555, 1.982], [1.420, -1.721, 1.648], [2.479, -3.136, 1.581], [0.136, -0.241, -5.946], [-1.122, 1.860, -6.395], [-1.930, 3.193, -4.458], [-2.577, 3.090, -2.030], [-1.716, 1.975, -0.954], [-0.890, 3.391, -1.621], [-1.419, -0.529, 1.402], [-2.756, -0.388, 1.390], [-3.352, -0.115, 2.573], [-4.702, 0.084, 2.625], [-5.445, -0.001, 1.442], [-4.815, -0.289, 0.256], [-3.430, -0.490, 0.234], [-2.531, -0.855, -1.190], [-2.680, -0.071, 3.417], [-5.167, 0.308, 3.573], [-6.514, 0.157, 1.460], [-5.361, -0.361, -0.674], [0.857, 0.392, 0.526], [0.363, 1.749, 1.082], [1.521, 2.925, 0.454], [2.852, 2.575, 0.261], [3.725, 3.534, -0.220], [3.269, 4.820, -0.495], [1.938, 5.155, -0.297], [1.048, 4.199, 0.174], [0.823, 1.697, 2.807], [0.712, 0.492, 3.487], [0.997, 0.456, 4.843], [1.359, 1.617, 5.511], [1.438, 2.820, 4.825], [1.170, 2.870, 3.465], [3.187, 1.569, 0.479], [4.766, 3.287, -0.375], [3.959, 5.564, -0.869], [1.591, 6.157, -0.510], [0.004, 4.445, 0.329], [0.397, -0.398, 2.964], [0.933, -0.481, 5.381], [1.585, 1.584, 6.569], [1.716, 3.726, 5.346], [1.249, 3.808, 2.932]], "forces_ev_per_a": [[0.255, -0.890, 1.037], [0.006, 0.090, -0.002], [0.065, -0.083, -0.064], [0.048, -0.086, 0.015], [0.047, 0.002, 0.007], [0.115, -0.083, 0.012], [-0.379, 0.309, -0.085], [-0.294, -0.146, -0.551], [0.924, -0.193, 0.208], [0.038, -0.210, 0.071], [0.015, -0.024, -0.058], [-0.026, 0.017, 0.047], [0.015, -0.052, -0.015], [-0.048, -0.054, 0.049], [0.046, 0.033, 0.005], [0.118, 0.560, -0.066], [-1.399, 0.305, -0.229], [0.393, -0.108, 0.095], [0.168, 0.096, 0.022], [-0.035, 0.017, -0.069], [0.067, 0.087, 0.070], [-0.014, -0.007, 0.075], [0.453, -0.124, -0.108], [0.000, -0.014, 0.003], [-0.027, -0.009, 0.007], [0.026, 0.011, -0.020], [-0.005, 0.011, 0.004], [-0.010, 0.008, -0.003], [-0.064, 0.016, -0.006], [-0.003, -0.014, 0.002], [-0.004, -0.002, -0.002], [-0.002, -0.016, -0.002], [-0.012, 0.018, -0.003], [-0.052, -0.005, 0.005], [0.001, 0.007, 0.008], [-0.251, -0.122, -0.035], [0.051, 0.013, -0.003], [-0.023, -0.010, 0.016], [0.009, 0.016, -0.013], [0.010, -0.011, -0.006], [-0.008, -0.007, -0.025], [-0.015, -0.076, 0.066], [0.006, 0.011, -0.014], [-0.027, -0.004, -0.054], [0.009, 0.013, 0.021], [-0.013, 0.000, 0.001], [0.017, 0.000, 0.008], [0.103, -0.096, 0.048], [-0.163, 0.520, 0.056], [0.000, 0.021, 0.000], [-0.010, -0.011, -0.005], [0.001, -0.002, 0.003], [-0.004, -0.010, 0.004], [-0.020, 0.324, -0.465], [-0.195, -0.096, -0.086], [0.017, 0.035, -0.034], [-0.014, -0.006, 0.026], [0.011, 0.019, -0.018], [0.001, -0.014, -0.001], [-0.009, 0.002, 0.011], [0.019, 0.023, 0.006], [-0.003, 0.002, 0.019], [-0.005, 0.009, 0.018], [0.001, 0.014, -0.001], [0.019, -0.019, -0.007], [-0.009, 0.025, 0.013], [0.055, -0.007, -0.018], [0.001, 0.003, 0.010], [-0.004, -0.007, -0.007], [0.003, 0.001, 0.011], [-0.002, -0.003, -0.007], [0.007, -0.004, 0.010], [0.018, -0.009, -0.007], [-0.005, 0.001, -0.002], [-0.015, 0.006, 0.002], [0.007, -0.002, -0.005], [0.006, -0.007, -0.001]], "homo_lumo_gap_ev": [7.638, 6.257], "total_charge": 2, "homo_ev": [-13.4159, -13.3034], "lumo_energy_ha": [-0.2123, -0.2590], "de_lowest_kcal_mol": 40.51, "energy_ev": -78307.8567, "spin_multiplicity": 2}

No. 3
{"formula": "C35H33Br2N6O3S2W", "method": "wB97M-V/def2-TZVPD", "species": ["W", "C", "N", "C", "C", "N", "C", "S", "H", "H", "H", "H", "H", "H", "C", "C", "N", "C", "C", "C", "C", "C", "C", "C", "C", "N", "C", "N", "H", "H", "H", "H", "H", "H", "H", "H", "H", "Br", "C", "C", "C", "C", "C", "C", "C", "O", "O", "H", "H", "H", "H", "Br", "C", "C", "C", "C", "C", "N", "H", "H", "H", "H", "C", "C", "C", "C", "C", "C", "C", "S", "C", "O", "H", "H", "H", "H", "H", "H", "H", "H", "H", "H"], "xyz": [[-0.121, -0.180, -0.772], [4.545, -0.918, -3.214], [3.895, -1.914, -2.356], [4.211, -3.259, -2.329], [3.398, -3.848, -1.425], [2.599, -2.846, -0.914], [2.905, -1.674, -1.489], [2.257, -0.097, -1.156], [5.513, -1.308, -3.513], [4.685, 0.005, -2.659], [3.936, -0.732, -4.097], [4.990, -3.671, -2.946], [3.329, -4.870, -1.097], [1.911, -2.960, -0.184], [-4.349, -0.270, -2.087], [-2.981, -0.344, -1.987], [-2.333, -0.131, -0.822], [-3.058, 0.179, 0.263], [-4.443, 0.267, 0.254], [-5.089, 0.047, -0.957], [-5.226, 0.660, 1.442], [-5.109, 0.287, 2.717], [-4.195, -0.689, 3.338], [-4.106, -0.751, 4.725], [-3.202, -1.651, 5.269], [-2.466, -2.459, 4.507], [-2.672, -2.364, 3.200], [-3.469, -1.514, 2.568], [-4.827, -0.444, -3.040], [-2.374, -0.554, -2.856], [-2.510, 0.373, 1.168], [-6.168, 0.122, -1.015], [-6.034, 1.350, 1.218], [-5.804, 0.740, 3.414], [-4.710, -0.115, 5.356], [-3.063, -1.729, 6.340], [-2.116, -3.058, 2.577], [-0.758, 8.207, -2.300], [-0.608, 6.381, -1.956], [-0.368, 5.948, -0.650], [-0.258, 4.600, -0.397], [-0.385, 3.679, -1.447], [-0.627, 4.125, -2.754], [-0.738, 5.473, -3.008], [-0.267, 2.280, -1.184], [-0.047, 1.765, -0.018], [-0.380, 1.362, -2.099], [-0.273, 6.672, 0.146], [-0.074, 4.251, 0.610], [-0.726, 3.411, -3.560], [-0.924, 5.835, -4.009], [-0.903, -3.674, -0.255], [-0.636, -3.115, -2.026], [-0.825, -4.023, -3.053], [-0.588, -3.611, -4.353], [-0.160, -2.308, -4.582], [0.000, -1.466, -3.508], [-0.241, -1.852, -2.228], [-1.151, -5.028, -2.826], [-0.734, -4.299, -5.175], [0.037, -1.945, -5.581], [0.314, -0.438, -3.645], [5.978, 1.033, 2.553], [4.543, 0.614, 2.480], [3.526, 1.571, 2.362], [2.196, 1.209, 2.353], [1.868, -0.145, 2.458], [2.861, -1.119, 2.575], [4.189, -0.733, 2.577], [0.243, -0.764, 2.528], [-0.685, 0.536, 3.313], [-0.396, -0.789, 1.062], [6.147, 1.978, 2.040], [6.638, 0.276, 2.134], [6.264, 1.172, 3.598], [3.792, 2.618, 2.293], [1.431, 1.967, 2.265], [2.593, -2.162, 2.700], [4.964, -1.482, 2.688], [-0.624, 1.451, 2.727], [-0.246, 0.670, 4.302], [-1.712, 0.185, 3.409]], "forces_ev_per_a": [[-0.148, 0.012, 0.135], [0.000, 0.000, 0.002], [0.001, -0.012, 0.003], [0.005, 0.001, 0.006], [0.001, -0.001, -0.002], [0.007, 0.005, 0.006], [-0.031, 0.005, -0.021], [0.150, -0.036, 0.152], [-0.002, -0.003, -0.004], [0.003, 0.000, 0.001], [-0.003, 0.004, 0.003], [0.000, -0.001, -0.001], [0.000, -0.002, -0.001], [-0.006, 0.002, -0.016], [0.001, 0.000, 0.000], [-0.005, -0.009, -0.006], [-0.015, 0.021, -0.006], [-0.004, -0.014, -0.014], [-0.003, -0.017, 0.006], [0.001, -0.008, 0.004], [-0.004, 0.005, -0.013], [0.006, -0.007, -0.004], [-0.006, 0.007, -0.013], [0.003, -0.003, 0.003], [-0.005, 0.003, 0.002], [0.003, 0.001, 0.006], [0.002, -0.001, -0.021], [-0.014, -0.009, 0.010], [-0.002, 0.003, 0.000], [-0.010, 0.006, 0.010], [0.015, 0.018, 0.012], [0.000, 0.005, -0.001], [-0.001, 0.003, 0.003], [-0.001, -0.001, 0.001], [-0.002, -0.002, 0.001], [-0.001, -0.001, 0.000], [0.006, -0.005, -0.013], [0.000, 0.000, 0.000], [0.000, -0.002, -0.001], [-0.002, 0.000, -0.002], [-0.003, -0.004, -0.003], [0.005, 0.010, 0.001], [0.003, -0.002, 0.002], [0.000, 0.004, 0.003], [-0.016, -0.013, -0.005], [0.027, 0.018, -0.010], [-0.056, -0.068, -0.036], [0.000, 0.000, -0.001], [0.002, -0.002, -0.005], [0.000, 0.000, -0.001], [0.000, 0.000, 0.000], [-0.023, 0.000, 0.022], [0.019, -0.018, 0.023], [-0.004, 0.005, 0.000], [-0.002, 0.008, 0.000], [-0.005, -0.011, -0.001], [0.003, -0.002, 0.007], [0.012, 0.141, -0.130], [-0.002, -0.001, 0.001], [0.000, 0.000, 0.000], [0.002, -0.001, 0.000], [0.003, -0.001, 0.003], [-0.006, 0.001, -0.001], [0.000, 0.023, 0.000], [0.012, 0.010, 0.000], [0.000, -0.028, -0.056], [-0.039, 0.003, -0.015], [0.036, 0.023, -0.017], [-0.028, -0.031, -0.015], [0.034, -0.003, 0.050], [0.009, 0.021, -0.015], [0.065, -0.047, -0.031], [-0.002, -0.004, -0.002], [0.000, 0.000, 0.001], [-0.001, 0.003, 0.002], [0.000, -0.005, 0.000], [0.001, 0.012, -0.019], [-0.004, -0.006, 0.023], [0.004, 0.001, 0.006], [-0.018, -0.011, 0.002], [0.002, 0.000, 0.000], [0.027, 0.009, -0.010]], "homo_lumo_gap_ev": [6.262, 6.362], "total_charge": 3, "homo_ev": [-15.4454, -15.5209], "lumo_energy_ha": [-0.3375, -0.3366], "de_lowest_kcal_mol": 0.00, "energy_ev": -215473.2010, "spin_multiplicity": 3}

Which formula does entry 1 have? C35H32CoN4P2Se3Te

What is the formula in the first record? C35H32CoN4P2Se3Te